A.
Computed, not measured: an isolated molecule of C5H13NS, with the ωB97M-V functional and the def2-TZVPD basis.

net charge	0
lowest unoccupied orbital energy	0.941	eV
structure (SMILES)	CN[C@H](C)CCS
Kohn-Sham gap	9.81	eV

Each line ends with the Löwdin charge.
Geometry (Å):
C: 2.132 0.728 0.216  -0.146
N: 1.421 -0.468 0.595  -0.086
C: -0.083 -0.385 0.625  -0.426
C: -0.564 -1.552 1.472  -0.066
C: -0.769 -0.466 -0.729  -0.258
C: -0.761 0.784 -1.567  -0.546
S: -1.802 2.133 -0.892  0.690
H: 2.034 0.980 -0.824  0.053
H: 3.205 0.586 0.343  0.077
H: 1.853 1.632 0.784  0.085
H: 1.597 -0.691 1.567  0.087
H: -0.314 0.565 1.125  0.122
H: -0.018 -1.714 2.395  0.076
H: -0.511 -2.463 0.883  0.081
H: -1.627 -1.419 1.639  0.079
H: -1.799 -0.781 -0.559  0.106
H: -0.287 -1.288 -1.276  0.125
H: -1.020 0.667 -2.627  0.077
H: 0.215 1.260 -1.562  0.030
H: -2.903 1.893 -1.607  -0.162

=====

B.
Computed, not measured: an isolated molecule of C5H13NS, with the ωB97M-V functional and the def2-TZVPD basis.

net charge	0
lowest unoccupied orbital energy	0.935	eV
structure (SMILES)	CN[C@@H](C)CCS
Kohn-Sham gap	9.38	eV

Each line ends with the Löwdin charge.
Geometry (Å):
C: 2.417 -0.547 -0.728  -0.132
N: 1.134 -1.148 -0.994  -0.098
C: 0.050 -0.323 -1.420  -0.430
C: -0.802 -0.860 -2.559  -0.060
C: -0.941 0.134 -0.306  -0.240
C: -0.272 0.159 1.061  -0.581
S: -1.062 1.309 2.247  0.685
H: 2.587 -0.093 0.246  0.058
H: 3.196 -1.314 -0.848  0.081
H: 2.627 0.181 -1.512  0.083
H: 0.970 -2.039 -0.562  0.120
H: 0.432 0.665 -1.676  0.136
H: -0.161 -1.464 -3.204  0.072
H: -1.582 -1.562 -2.238  0.079
H: -1.106 -0.010 -3.153  0.076
H: -1.343 1.120 -0.519  0.100
H: -1.738 -0.603 -0.242  0.100
H: -0.373 -0.841 1.474  0.067
H: 0.789 0.364 0.978  0.041
H: -0.068 1.167 3.127  -0.158

=====

Going by the computed energies, the most stable comes first: A, B.

=====

A.
Computed, not measured: an isolated molecule of C5H13NS, with the ωB97M-V functional and the def2-TZVPD basis.

net charge	0
lowest unoccupied orbital energy	0.943	eV
structure (SMILES)	CN(C)CCCS
Kohn-Sham gap	9.12	eV

Each line ends with the Löwdin charge.
Geometry (Å):
C: 0.724 -2.299 0.747  -0.118
N: 1.266 -0.963 0.693  -0.272
C: 2.668 -0.817 1.339  -0.050
C: 0.312 0.092 0.916  -0.255
C: 0.345 0.845 -0.431  -0.332
C: -0.735 0.480 -1.338  -0.580
S: -2.284 1.432 -0.947  0.658
H: -0.127 -2.447 1.466  0.093
H: 1.516 -3.016 0.918  0.068
H: 0.253 -2.540 -0.199  0.064
H: 3.214 0.007 0.981  0.047
H: 3.191 -1.794 1.280  0.074
H: 2.723 -0.676 2.450  0.078
H: 0.300 0.732 1.947  0.159
H: -0.739 -0.271 1.058  0.102
H: 1.321 0.604 -0.979  0.134
H: 0.352 1.963 -0.130  0.119
H: -0.943 -0.700 -1.303  0.120
H: -0.542 0.645 -2.356  0.038
H: -2.716 1.519 -2.240  -0.146

=====

B.
Computed, not measured: an isolated molecule of C5H13NS, with the ωB97M-V functional and the def2-TZVPD basis.

net charge	0
lowest unoccupied orbital energy	0.895	eV
structure (SMILES)	CNCCCCS
Kohn-Sham gap	9.92	eV

Each line ends with the Löwdin charge.
Geometry (Å):
C: 1.758 -0.341 -2.387  -0.136
N: 0.840 0.466 -1.566  -0.123
C: 1.028 0.162 -0.152  -0.273
C: 0.094 0.983 0.714  -0.227
C: -1.402 0.690 0.604  -0.292
C: -1.828 -0.629 1.231  -0.554
S: -1.598 -0.699 3.035  0.709
H: 1.387 -0.618 -3.371  0.073
H: 2.701 0.205 -2.430  0.075
H: 1.941 -1.298 -1.879  0.067
H: -0.095 0.157 -1.809  0.086
H: 0.881 -0.913 0.048  0.108
H: 2.061 0.378 0.130  0.119
H: 0.298 2.054 0.647  0.113
H: 0.357 0.815 1.763  0.082
H: -1.906 1.594 0.933  0.105
H: -1.729 0.691 -0.446  0.103
H: -1.312 -1.424 0.707  0.069
H: -2.911 -0.749 1.124  0.060
H: -0.566 -1.521 3.102  -0.166

=====

C.
Computed, not measured: an isolated molecule of C5H13NS, with the ωB97M-V functional and the def2-TZVPD basis.

net charge	0
lowest unoccupied orbital energy	1.014	eV
structure (SMILES)	CN[C@@H](C)CCS
Kohn-Sham gap	9.07	eV

Each line ends with the Löwdin charge.
Geometry (Å):
C: -1.500 1.151 -1.387  -0.119
N: -0.332 1.083 -0.496  -0.112
C: 0.866 0.305 -0.113  -0.410
C: 1.879 1.293 0.348  -0.088
C: 0.321 -0.758 0.878  -0.245
C: -0.550 -1.748 0.145  -0.555
S: -0.423 -3.437 0.872  0.698
H: -2.319 0.434 -1.359  0.058
H: -1.914 2.130 -1.120  0.077
H: -1.173 1.273 -2.432  0.068
H: -0.313 1.992 -0.071  0.077
H: 1.251 -0.086 -1.069  0.142
H: 2.086 2.152 -0.289  0.083
H: 1.694 1.763 1.350  0.092
H: 2.755 0.745 0.712  0.081
H: 1.151 -1.244 1.406  0.090
H: -0.131 -0.268 1.754  0.121
H: -1.625 -1.609 0.041  0.059
H: -0.343 -1.798 -0.921  0.069
H: -1.381 -3.374 1.752  -0.185

=====

D.
Computed, not measured: a cluster of 2 separate species, C5H13NS in total, with the ωB97M-V functional and the def2-TZVPD basis.

net charge	0
lowest unoccupied orbital energy	-0.957	eV
Kohn-Sham gap	7.68	eV

Each line ends with the Löwdin charge.
Geometry (Å):
C: 0.026 -0.258 1.383  -0.253
C: 1.075 0.742 0.876  -0.299
C: 0.714 1.590 -0.347  -0.685
S: -1.002 2.145 -0.372  0.617
C: -0.471 -1.265 0.387  -0.279
N: 0.607 -1.965 -0.321  -0.141
C: 0.131 -2.976 -1.239  -0.150
H: 0.362 -0.806 2.285  0.118
H: -0.853 0.306 1.722  0.079
H: 0.894 1.510 1.691  0.067
H: 2.128 0.441 0.830  0.110
H: 0.859 1.138 -1.352  0.073
H: 1.405 2.452 -0.282  0.066
H: -0.458 2.911 1.441  0.147
H: -1.077 -0.810 -0.400  0.094
H: -1.094 -2.026 0.866  0.110
H: 1.276 -2.312 0.351  0.101
H: -0.326 -2.411 -2.060  0.077
H: 0.986 -3.534 -1.625  0.077
H: -0.640 -3.664 -0.862  0.074

=====

Going by the computed energies, the most stable comes first: B, C, A, D.

=====

A.
Computed, not measured: a structure of composition C8H16N4, with the ωB97M-V functional and the def2-TZVPD basis.

net charge	0
lowest unoccupied orbital energy	-0.141	eV
Kohn-Sham gap	8.27	eV

Each line ends with the Löwdin charge.
Geometry (Å):
C: -3.914 -0.741 0.831  -0.109
C: -3.528 -0.424 -0.667  -0.224
C: -2.549 0.717 -0.721  -0.231
C: -1.393 0.307 0.061  -0.400
C: 1.183 -0.087 0.271  -0.374
C: 2.562 -0.407 0.817  -0.219
C: 3.948 -0.769 0.113  -0.275
C: 3.926 0.327 -0.931  -0.176
H: -4.186 0.264 1.375  0.118
H: -4.775 -1.331 0.850  0.039
H: -3.164 -1.188 1.421  0.027
H: -3.103 -1.392 -1.130  0.139
H: -4.473 -0.073 -0.929  0.075
H: -2.094 0.815 -1.768  0.147
H: -2.888 1.623 -0.331  0.093
H: -1.374 -0.291 1.159  0.197
H: -0.756 2.526 0.174  0.225
H: 2.650 -1.169 1.721  0.121
H: 2.764 0.647 1.291  0.116
H: 4.964 -0.569 1.050  0.200
H: 3.958 -1.814 -0.375  0.106
H: 4.611 -0.043 -1.709  0.072
H: 2.971 0.759 -1.270  0.072
H: 4.403 1.067 -0.297  0.061
N: -0.413 1.419 0.191  -0.041
N: 0.867 1.218 0.497  0.083
N: 0.562 -0.790 -0.780  0.111
N: -0.760 -0.603 -0.914  0.045

=====

B.
Computed, not measured: a structure of composition C8H16N4, with the ωB97M-V functional and the def2-TZVPD basis.

net charge	0
lowest unoccupied orbital energy	-0.208	eV
Kohn-Sham gap	8.85	eV

Each line ends with the Löwdin charge.
Geometry (Å):
C: 2.459 1.555 -2.457  -0.211
C: 1.214 0.977 -3.004  -0.317
C: 0.981 -0.526 -2.482  -0.193
C: 0.688 -0.467 -1.014  -0.440
C: -0.231 -0.400 1.124  -0.373
C: -0.576 0.161 2.461  -0.158
C: -2.115 0.344 2.884  -0.255
C: -2.812 -0.919 2.702  -0.168
H: 3.322 0.737 -2.070  0.135
H: 2.864 2.289 -3.215  0.066
H: 2.017 2.241 -1.545  0.115
H: 0.323 1.568 -2.526  0.092
H: 0.937 1.365 -4.344  0.199
H: 0.176 -0.753 -3.006  0.038
H: 1.817 -1.261 -2.757  0.140
H: 1.608 0.263 -0.612  0.174
H: 1.822 -2.296 -0.188  0.257
H: -0.042 1.017 2.673  0.075
H: -0.203 -0.482 3.267  0.110
H: -2.159 0.631 3.979  0.125
H: -2.331 1.196 2.109  0.123
H: -3.919 -1.204 3.013  0.125
H: -2.807 -1.424 1.780  0.044
H: -2.208 -1.588 3.205  0.042
N: 0.588 -1.761 -0.300  -0.031
N: 0.547 -1.406 1.091  0.066
N: -1.319 -0.036 0.142  0.157
N: -0.640 0.176 -0.910  0.062

=====

Going by the computed energies, the most stable comes first: A, B.

=====

A.
Computed, not measured: a structure of composition C8H13F6N3O9S2Te4V, with the ωB97M-V functional and the def2-TZVPD basis.

net charge	-2
lowest unoccupied orbital energy (alpha / beta)	3.704 / 2.828	eV
multiplicity	4
<S²>	3.779
Kohn-Sham gap (alpha / beta)	5.39 / 4.45	eV

Each line ends with the Löwdin charge.
Geometry (Å):
V: -0.435 -1.005 0.118  0.782
Te: 2.578 0.849 0.370  0.105
Te: 4.636 1.730 -1.051  -0.173
Te: 2.236 5.093 0.423  -0.110
Te: 0.786 2.933 0.372  0.021
F: 2.236 -5.071 0.582  0.084
C: 1.118 -4.440 0.159  -0.713
F: 0.980 -4.710 -1.139  0.112
F: 0.103 -4.990 0.820  0.102
S: 1.412 -2.605 0.484  0.644
O: 1.573 -2.604 1.961  -0.452
O: 2.645 -2.458 -0.284  -0.448
N: -1.357 -2.835 -0.593  -0.297
S: -2.407 -2.726 0.447  0.478
O: -1.788 -1.874 1.552  -0.448
O: -3.778 -2.338 0.159  -0.338
C: -2.811 -4.236 1.495  -0.656
F: -3.943 -4.029 2.198  0.089
F: -3.018 -5.320 0.724  0.098
F: -1.874 -4.545 2.395  0.105
C: 0.698 -0.143 -4.830  -0.023
C: 0.905 0.404 -3.417  -0.539
C: 1.363 1.858 -3.479  -0.042
O: 1.826 -0.404 -2.712  -0.078
C: -0.452 0.340 -2.683  -0.538
O: -1.415 0.909 -3.156  0.072
O: -0.473 -0.370 -1.597  -0.169
H: 1.639 -0.078 -5.381  0.079
H: -0.069 0.430 -5.352  0.080
H: 0.392 -1.189 -4.783  0.091
H: 2.192 1.954 -4.186  0.083
H: 1.721 2.198 -2.507  -0.006
H: 0.545 2.500 -3.807  0.089
H: 2.719 -0.060 -2.833  0.036
C: -4.363 0.954 1.529  -0.006
O: -3.233 0.914 2.431  0.006
C: -2.085 0.652 1.835  -0.606
O: -1.934 0.607 0.623  -0.002
N: -1.047 0.501 2.710  0.060
N: 0.039 -0.203 2.136  -0.065
H: -5.224 1.132 2.166  0.089
H: -4.445 0.001 1.008  0.087
H: -4.237 1.763 0.813  0.099
H: -1.315 0.220 3.641  0.156
H: 0.148 -1.153 2.510  0.076
H: 0.903 0.306 2.305  -0.012

=====

B.
Computed, not measured: a structure of composition C8H13F6N3O9S2Te4V, with the ωB97M-V functional and the def2-TZVPD basis.

net charge	-2
lowest unoccupied orbital energy (alpha / beta)	4.054 / 3.637	eV
multiplicity	4
<S²>	3.793
Kohn-Sham gap (alpha / beta)	5.14 / 4.67	eV

Each line ends with the Löwdin charge.
Geometry (Å):
V: 1.026 0.372 0.158  0.271
Te: 3.321 -1.448 -0.275  0.095
Te: 5.509 -2.741 -1.073  -0.314
Te: 4.423 0.168 -4.117  -0.112
Te: 2.688 0.444 -2.197  0.235
F: -1.144 1.052 3.670  0.103
C: -0.645 1.911 2.756  -0.649
F: 0.662 1.946 2.927  0.130
F: -1.116 3.136 3.052  0.106
S: -1.423 1.447 1.094  0.603
O: -0.991 0.073 0.754  -0.358
O: -2.759 1.557 1.604  -0.277
N: -1.036 2.549 0.058  -0.353
S: 0.118 2.251 -1.109  0.786
O: 1.910 1.600 0.720  -0.491
O: -0.413 2.543 -2.435  -0.421
C: 1.082 3.847 -0.737  -0.726
F: 2.373 3.729 -1.030  0.100
F: 0.955 4.272 0.514  0.119
F: 0.570 4.800 -1.532  0.100
C: -3.091 -1.434 -3.130  -0.045
C: -1.838 -0.707 -2.665  -0.505
C: -0.952 -0.309 -3.849  -0.014
O: -2.223 0.442 -1.899  -0.045
C: -1.045 -1.542 -1.614  -0.584
O: -1.617 -2.520 -1.110  0.002
O: 0.131 -1.142 -1.352  -0.229
H: -3.677 -0.773 -3.777  0.079
H: -3.686 -1.731 -2.269  0.078
H: -2.827 -2.331 -3.693  0.081
H: -1.139 0.728 -4.133  0.075
H: -1.156 -0.945 -4.714  0.078
H: 0.102 -0.387 -3.594  0.034
H: -2.464 1.151 -2.506  0.085
C: 1.560 -0.784 4.971  -0.049
O: 0.865 -1.832 4.292  -0.032
C: 0.851 -1.698 2.946  -0.560
O: 1.370 -0.761 2.373  -0.006
N: 0.204 -2.724 2.365  0.014
N: 0.267 -2.813 0.990  0.052
H: 1.554 -1.064 6.022  0.085
H: 1.054 0.169 4.827  0.077
H: 2.581 -0.700 4.603  0.099
H: -0.150 -3.461 2.955  0.145
H: -0.619 -2.756 0.491  0.054
H: 0.837 -3.581 0.669  0.084

=====

Going by the computed energies, the most stable comes first: A, B.

=====

A.
Computed, not measured: a structure of composition C4H9N5S, with the ωB97M-V functional and the def2-TZVPD basis.

net charge	0
lowest unoccupied orbital energy	0.432	eV
Kohn-Sham gap	8.34	eV

Each line ends with the Löwdin charge.
Geometry (Å):
C: -1.762 1.001 -0.128  -0.162
C: 0.731 1.431 0.063  -0.942
C: 1.427 -1.335 1.226  -0.103
C: 0.422 -1.305 -1.042  -0.069
N: -1.404 2.162 -0.523  0.081
N: -0.062 2.457 -0.264  -0.063
N: 0.011 0.391 0.472  0.012
N: -2.672 0.015 -0.154  0.160
N: 0.255 -0.995 0.409  -0.248
S: 2.313 1.908 0.259  0.576
H: 1.148 -1.275 2.319  0.094
H: 1.654 -2.504 0.929  0.135
H: 2.292 -0.756 1.023  0.007
H: 0.475 -2.381 -1.105  0.073
H: -0.448 -0.937 -1.576  0.068
H: 1.327 -0.793 -1.412  0.088
H: 0.507 3.259 -0.568  0.110
H: -3.596 0.335 -0.412  0.121
H: -2.618 -0.679 0.484  0.061

=====

B.
Computed, not measured: a cluster of 2 separate species, C4H9N5S in total, with the ωB97M-V functional and the def2-TZVPD basis.

net charge	0
lowest unoccupied orbital energy	0.823	eV
structure (SMILES)	Sc1nn[nH]n1.C/C=C/N
Kohn-Sham gap	9.59	eV

Each line ends with the Löwdin charge.
Geometry (Å):
S: 1.171 -1.471 -5.277  0.733
C: 0.336 -1.274 -3.695  -0.752
N: -1.001 -1.511 -3.776  -0.001
N: -1.398 -1.276 -2.589  -0.015
N: -0.415 -0.974 -1.807  -0.025
N: 0.703 -0.903 -2.490  0.059
H: 0.129 -2.041 -5.974  -0.111
H: -0.413 -0.641 -0.884  0.086
C: -1.264 0.138 2.129  -0.105
C: -0.270 0.651 1.150  -0.161
C: 0.920 -0.033 0.889  -0.265
N: 1.918 0.611 0.254  0.034
H: -1.013 -0.887 2.398  0.083
H: -1.276 0.793 2.907  0.045
H: -2.170 -0.029 1.682  0.042
H: -0.385 1.684 0.821  0.102
H: 1.029 -0.972 1.406  0.111
H: 1.640 1.560 0.069  0.081
H: 2.081 0.224 -0.664  0.060

=====

Going by the computed energies, the most stable comes first: B, A.